(1)
A structure of composition H37O18. Source: the Open Molecules 2025 dataset; level of theory: the ωB97M-V functional and the def2-TZVPD basis.

## Properties
HOMO-LUMO gap = 10.44 eV
HOMO = -13.115 eV
Charge = +1
LUMO level = -2.673 eV

Each line ends with the Mulliken charge.
Positions of all 55 atoms, in Å:
O -2.152 4.968 1.393  -0.61
H -1.960 -2.307 4.022  0.22
H -0.909 -4.779 -0.385  0.31
O -0.657 -4.603 -1.321  -0.60
H -2.443 5.276 2.287  0.32
O 1.529 1.704 1.036  -0.54
H 2.315 2.128 1.129  0.35
H 0.917 1.744 0.272  0.22
O -2.171 3.748 -3.025  -0.59
H -2.795 3.084 -3.146  0.29
H -2.548 4.174 -2.287  0.30
O -1.315 0.802 4.378  -0.70
H -0.847 0.449 3.593  0.32
H -0.629 1.362 4.707  0.35
O 2.739 1.712 3.951  -0.64
H 2.393 1.718 3.006  0.34
H 3.220 0.961 4.022  0.29
O 0.427 -3.529 -4.389  -0.60
H 1.279 -3.940 -4.542  0.32
H -0.279 -3.974 -4.083  0.27
O -2.031 -4.896 1.134  -0.57
H -2.939 -4.598 1.285  0.26
H -2.098 -5.829 1.182  0.28
O 1.677 5.355 -1.900  -0.68
H 0.927 5.606 -2.571  0.34
H -2.492 5.566 0.728  0.31
O 2.134 -1.306 -2.861  -0.67
H 1.767 -2.142 -2.913  0.31
H 1.753 -1.106 -3.872  0.39
O -1.443 1.242 0.340  -0.53
H -1.811 2.012 0.802  0.29
H -1.635 1.294 -0.660  0.27
O 0.150 -3.276 1.265  -0.51
H -0.747 -3.876 1.298  0.47
H 0.701 -3.640 2.078  0.39
O -1.300 -1.793 3.965  -0.55
H 2.479 5.231 -2.475  0.33
H -1.414 -1.013 4.548  0.38
O 0.930 -0.021 -5.246  -0.61
H 0.885 -0.215 -6.064  0.26
H 1.462 0.806 -5.082  0.34
O 0.164 -0.948 0.551  -0.70
H 0.409 -0.199 1.232  0.30
H 0.914 -0.888 -0.283  0.46
O 2.705 3.744 0.405  -0.63
H 3.088 4.606 0.672  0.29
H 2.078 4.053 -0.298  0.31
O -3.491 -2.754 1.629  -0.65
H -3.697 -3.449 2.302  0.35
H -3.195 -1.980 2.102  0.28
O 2.919 -0.188 -0.664  -0.59
H 3.109 -0.832 -1.411  0.36
H 2.881 0.680 -1.230  0.30
H 0.181 -2.133 0.983  0.52
H -1.141 -3.812 -1.590  0.31

Atoms 1-2, force components in eV/Å:
O -0.1 -0.3 1.2
H -7.6 -5.9 1.0



(2)
A structure of composition C2H3IOS. Source: the Open Molecules 2025 dataset; level of theory: the ωB97M-V functional and the def2-TZVPD basis.

## Properties
HOMO-LUMO gap (alpha / beta) = 7.48 / 7.48 eV
HOMO (alpha / beta) = -8.843 / -8.846 eV
Charge = 0
LUMO level (alpha / beta) = -1.366 / -1.364 eV

Each line ends with the Mulliken charge.
Positions of all 8 atoms, in Å:
C 0.684 0.631 0.133  -0.04
C -0.334 -0.384 0.199  -0.09
O -1.551 0.250 -0.005  -0.48
S 0.765 2.186 0.028  -0.11
I 2.860 -0.935 -0.293  -0.20
H -0.221 -0.545 1.318  0.25
H -0.196 -1.320 -0.486  0.34
H -2.008 0.116 -0.895  0.32

Atoms 1-2, force components in eV/Å:
C 2.8 1.0 -1.9
C -0.5 -1.6 0.0



(3)
A structure of composition C13H22N3O3PtSe2. Source: the Open Molecules 2025 dataset; level of theory: the ωB97M-V functional and the def2-TZVPD basis.

## Properties
HOMO-LUMO gap (alpha / beta) = 8.37 / 6.78 eV
2S+1 = 3
HOMO (alpha / beta) = -11.056 / -11.628 eV
Charge = +1
LUMO level (alpha / beta) = -2.681 / -4.845 eV

Each line ends with the Mulliken spin population.
Positions of all 44 atoms, in Å:
Pt -9.699 9.830 -0.343  1.14
C -11.343 8.975 2.929  -0.02
Se -10.900 10.449 1.649  0.29
C -12.878 10.476 1.074  0.01
C -13.239 9.541 -0.051  0.01
Se -11.985 9.847 -1.673  0.30
C -11.411 8.004 -2.290  0.00
H -12.040 9.339 3.710  0.02
H -10.339 8.748 3.369  0.00
H -11.744 8.129 2.395  0.00
H -12.966 11.456 0.639  0.00
H -13.429 10.320 1.998  0.00
H -14.139 9.802 -0.583  0.00
H -13.228 8.472 0.212  0.00
H -12.144 7.602 -2.904  0.01
H -11.126 7.290 -1.487  0.00
H -10.576 8.228 -2.915  0.00
N -9.488 11.685 -0.906  0.17
C -9.373 12.726 -1.443  -0.01
N -9.284 13.982 -1.773  0.00
C -8.651 14.366 -2.991  0.00
C -9.530 15.236 -3.860  0.00
O -10.199 16.352 -3.118  0.00
C -10.978 15.784 -2.025  0.00
C -10.070 14.993 -1.076  0.00
H -8.320 13.413 -3.441  0.00
H -7.778 15.001 -2.798  0.00
H -10.336 14.724 -4.365  0.00
H -8.952 15.802 -4.607  0.00
H -11.690 15.060 -2.499  0.00
H -11.472 16.646 -1.598  0.00
H -10.634 14.450 -0.296  0.00
H -9.422 15.663 -0.549  0.00
O -8.954 7.486 2.041  0.01
C -8.836 7.144 0.853  0.00
C -8.637 5.775 0.261  0.00
C -8.010 6.073 -1.109  0.00
C -8.242 7.570 -1.318  -0.04
O -7.696 8.333 -2.135  0.04
N -9.011 8.034 -0.251  0.08
H -9.624 5.335 0.095  0.00
H -8.000 5.124 0.848  0.00
H -8.489 5.448 -1.922  0.00
H -6.945 5.879 -1.167  0.00

Atoms 1-2, force components in eV/Å:
Pt 0.1 0.3 -0.9
C 1.6 0.7 0.7



Number 2 is which compound?
C2H3IOS